(1)
19
Properties=species:S:1:pos:R:3 method="wB97M-V/def2-TZVPD" energy_ev=-13916.7661 relative_energy_ev=0.000 total_charge=0 smiles=c1cc(-c2ccncn2)ccn1
C -1.026 0.092 -2.893
C -1.099 -0.222 -1.546
C -0.035 0.133 -0.713
C -0.035 -0.153 0.748
C -1.191 -0.467 1.458
C -1.046 -0.730 2.814
N 0.134 -0.696 3.438
C 1.170 -0.366 2.671
N 1.153 -0.088 1.372
C 1.057 0.776 -1.295
C 1.025 1.037 -2.657
N 0.010 0.711 -3.460
H -1.843 -0.187 -3.554
H -1.972 -0.749 -1.166
H -2.173 -0.482 0.994
H -1.915 -0.979 3.419
H 2.137 -0.300 3.163
H 1.913 1.063 -0.689
H 1.858 1.548 -3.133

***

(2)
24
Properties=species:S:1:pos:R:3 method="wB97M-V/def2-TZVPD" energy_ev=-41779.4466 relative_energy_ev=0.031 total_charge=+2
C -1.055 -0.098 0.864
C -1.362 0.536 -0.543
C -0.052 -1.256 0.789
C 1.468 -0.672 0.843
C -0.528 1.680 -0.967
C 1.603 0.343 -0.320
N -0.169 -2.218 1.898
N -0.425 1.925 -2.408
I 3.004 -2.210 0.778
I -0.372 3.418 0.251
I 1.824 -0.420 -2.392
I 2.994 1.958 0.226
H -0.722 0.761 1.492
H -1.989 -0.514 1.307
H -1.289 -0.336 -1.242
H -2.410 0.796 -0.408
H -0.065 -1.911 -0.158
H 1.489 -0.019 1.747
H -0.051 -1.729 2.778
H 0.360 -3.093 1.702
H -1.125 -2.591 1.995
H 0.446 1.259 -2.764
H -0.303 2.873 -2.712
H -1.271 1.520 -2.756

***

(3)
24
Properties=species:S:1:pos:R:3 method="wB97M-V/def2-TZVPD" energy_ev=-14555.6794 relative_energy_ev=0.000 total_charge=0 smiles="C[C@H]1CCCc2nccc(=O)n21"
C 0.492 -2.339 -0.655
C -0.217 -1.219 0.085
C 0.358 -1.223 1.522
C -0.068 0.013 2.295
C 0.472 1.258 1.583
C 0.090 1.275 0.135
N 0.049 2.480 -0.423
C -0.289 2.596 -1.773
C -0.657 1.538 -2.520
C -0.711 0.248 -1.865
O -1.177 -0.693 -2.519
N -0.152 0.076 -0.591
H 0.063 -2.532 -1.632
H 0.507 -3.253 -0.073
H 1.537 -2.102 -0.892
H -1.289 -1.523 0.165
H -0.037 -2.090 2.083
H 1.454 -1.302 1.478
H 0.309 0.026 3.307
H -1.155 0.090 2.355
H 1.530 1.298 1.682
H 0.065 2.177 2.053
H -0.226 3.588 -2.239
H -0.947 1.613 -3.557

***

(4)
49
Properties=species:S:1:pos:R:3 method="wB97M-V/def2-TZVPD" energy_ev=-28758.3145 relative_energy_ev=2.038 total_charge=+3
Tl -1.661 -0.800 -1.300
C -2.726 -3.823 0.886
O -1.611 -3.245 0.211
C -0.373 -3.927 0.524
C 0.644 -3.533 -0.511
N 0.943 -2.109 -0.465
C 1.981 -1.686 -1.451
C 1.608 -1.971 -2.894
O 0.443 -1.220 -3.214
C 0.172 -1.383 -4.630
H -3.658 -3.330 0.624
H -2.569 -3.690 1.964
H -2.821 -4.887 0.658
H -0.574 -4.989 0.638
H -0.137 -3.474 1.497
H 0.285 -3.793 -1.507
H 1.550 -4.147 -0.399
H 1.420 -1.932 0.421
H 2.920 -2.194 -1.192
H 2.229 -0.633 -1.340
H 1.433 -3.038 -3.060
H 2.452 -1.740 -3.551
H 0.821 -0.697 -5.178
H -0.862 -1.101 -4.811
H 0.361 -2.395 -4.986
C 3.294 3.048 2.903
O 2.792 2.235 1.850
C 1.428 2.327 1.653
C 1.019 1.499 0.432
N -0.427 1.513 0.157
C -0.878 2.860 -0.275
C -1.725 3.646 0.692
O -2.914 2.940 0.917
C -3.519 3.138 2.179
H 2.877 4.057 2.902
H 4.377 3.009 2.817
H 3.033 2.614 3.882
H 1.056 3.357 1.528
H 0.934 1.913 2.553
H 1.334 0.472 0.638
H 1.563 1.824 -0.455
H -0.821 1.300 1.081
H -1.443 2.673 -1.198
H -0.033 3.412 -0.694
H -1.939 4.617 0.218
H -1.221 3.839 1.646
H -4.093 4.067 2.234
H -2.795 3.089 3.004
H -4.166 2.287 2.401

***

(5)
63
Properties=species:S:1:pos:R:3 method="wB97M-V/def2-TZVPD" energy_ev=-1004936.1343 total_charge=0
O -5.412 3.009 -2.670
C -5.944 4.068 -2.809
O -5.180 5.149 -3.198
N -7.383 4.266 -2.714
F -7.753 4.669 -4.012
H -4.813 5.545 -2.395
H -7.575 5.040 -2.081
Br -5.786 3.832 -0.463
C -6.493 3.327 1.300
C -5.442 3.435 2.374
Br -4.186 1.954 2.276
H -6.890 2.324 1.187
H -7.311 4.019 1.501
H -5.891 3.367 3.363
H -4.859 4.348 2.307
Br -1.305 -0.609 1.720
C -1.097 0.727 0.315
C 0.110 1.593 0.553
Br -0.213 2.917 1.945
H -2.025 1.289 0.274
H -0.981 0.159 -0.603
H 0.345 2.170 -0.339
H 0.985 1.025 0.857
Br -2.391 0.709 -2.953
C -1.595 -0.355 -4.371
C -0.304 -0.990 -3.928
Br 1.154 0.302 -3.886
H -1.475 0.303 -5.227
H -2.333 -1.120 -4.606
H 0.013 -1.755 -4.636
H -0.366 -1.424 -2.935
Br -0.783 -1.474 -9.566
C -0.125 -0.750 -7.885
C 1.311 -1.129 -7.641
Br 1.475 -2.981 -7.062
H -0.794 -1.105 -7.107
H -0.222 0.330 -7.981
H 1.728 -0.538 -6.827
H 1.933 -1.018 -8.523
Br -0.760 -3.472 3.678
C 0.024 -4.514 2.238
C 1.324 -5.145 2.658
Br 2.762 -3.837 2.690
H 0.133 -3.844 1.389
H -0.714 -5.278 2.002
H 1.635 -5.897 1.936
H 1.280 -5.591 3.647
Br 2.262 -3.261 6.674
C 3.699 -2.020 6.253
C 5.027 -2.720 6.166
Br 5.735 -3.142 7.931
H 3.677 -1.242 7.009
H 3.434 -1.593 5.287
H 5.770 -2.070 5.710
H 4.975 -3.654 5.615
Br 5.185 -0.488 2.633
C 6.713 0.715 2.721
C 7.878 0.090 3.441
Br 7.611 0.083 5.369
H 6.366 1.629 3.192
H 6.972 0.919 1.684
H 8.782 0.674 3.281
H 8.056 -0.939 3.143

***

(6)
54
Properties=species:S:1:pos:R:3 method="wB97M-V/def2-TZVPD" energy_ev=-77273.3788 relative_energy_ev=0.000 total_charge=-1
O 3.929 3.766 -1.306
P 3.629 2.714 -2.288
O 3.628 3.290 -3.777
O 4.649 1.487 -2.205
C 2.000 1.977 -2.093
O 2.021 0.871 -2.995
B 0.941 1.031 -4.056
O 0.623 2.494 -3.929
C 0.825 2.850 -2.586
P -0.643 2.511 -1.495
O -1.929 2.925 -2.427
O -0.633 0.878 -1.294
H 3.037 2.748 -4.325
H 4.146 0.660 -2.242
H 1.849 1.620 -1.066
H 1.346 0.797 -5.181
H -0.013 0.330 -3.701
H 1.024 3.921 -2.500
H -1.696 2.856 -3.371
H 0.119 0.446 -1.725
C 4.682 0.762 1.765
O 4.153 -0.477 1.257
P 2.689 -0.855 1.726
O 1.686 0.193 1.620
O 2.868 -1.396 3.220
C 4.009 -2.185 3.554
O 2.435 -2.147 0.851
C 1.127 -2.739 0.936
H 5.762 0.662 1.839
H 4.437 1.572 1.079
H 4.275 0.988 2.753
H 4.773 -1.549 4.000
H 4.424 -2.689 2.681
H 3.696 -2.931 4.282
H 0.382 -2.013 1.262
H 1.156 -3.578 1.631
H 0.865 -3.096 -0.057
C -3.422 0.434 -0.320
O -4.438 0.233 0.698
P -4.305 -1.021 1.633
O -3.021 -1.276 2.273
O -4.782 -2.267 0.753
C -5.857 -2.105 -0.174
O -5.522 -0.730 2.614
C -5.709 -1.633 3.706
H -3.892 0.934 -1.162
H -2.623 1.049 0.075
H -3.011 -0.519 -0.651
H -5.452 -1.923 -1.169
H -6.512 -1.280 0.104
H -6.430 -3.030 -0.184
H -4.783 -2.150 3.956
H -6.480 -2.361 3.450
H -6.034 -1.050 4.565

***

(7)
36
Properties=species:S:1:pos:R:3 method="wB97M-V/def2-TZVPD" energy_ev=-22074.9964 total_charge=0
Li 0.255 -1.776 -0.884
C -3.008 -4.240 -1.545
C -2.270 -3.011 -1.105
O -1.068 -3.002 -1.410
C -2.930 -1.876 -0.512
C -4.347 -1.836 -0.411
C -5.092 -0.718 -0.098
C -4.370 0.416 0.247
C -3.010 0.359 0.343
C -2.195 -0.744 -0.087
O -0.905 -0.697 0.116
H -3.462 -4.792 -0.709
H -2.235 -4.773 -2.107
H -3.918 -4.052 -2.171
H -4.891 -2.768 -0.714
H -6.148 -0.783 -0.142
H -4.894 1.295 0.587
H -2.396 1.239 0.668
N 2.134 -1.697 -0.274
C 2.600 -0.698 0.021
N 2.969 0.556 0.390
C 1.831 1.590 0.244
C 2.122 2.717 1.188
C 3.494 3.221 0.791
C 4.593 2.254 1.045
C 4.368 1.030 0.182
H 0.897 1.051 0.606
H 1.704 1.885 -0.788
H 1.942 2.440 2.233
H 1.417 3.463 0.974
H 3.702 4.232 1.082
H 3.467 3.354 -0.283
H 4.598 2.014 2.160
H 5.561 2.783 0.885
H 5.109 0.242 0.325
H 4.375 1.323 -0.848

***

(8)
10
Properties=species:S:1:pos:R:3 method="wB97M-V/def2-TZVPD" energy_ev=-6725.0478 relative_energy_ev=4.525 total_charge=0
C -1.179 -0.040 -0.199
C 0.058 0.956 -0.232
C 0.952 -0.274 0.099
H 0.318 1.374 -1.222
H -0.001 1.883 0.469
H 0.959 -0.274 1.376
H 2.074 -0.401 -0.395
H -0.561 -2.103 0.645
N -0.253 -1.108 -0.550
O -2.368 -0.012 0.010

***

(9)
79
Properties=species:S:1:pos:R:3 method="wB97M-V/def2-TZVPD" energy_ev=-137240.6346 relative_energy_ev=0.802 total_charge=0
C -2.418 1.652 -2.705
C -1.119 2.274 -3.209
C -1.329 2.712 -4.648
C -0.592 3.429 -2.217
C 0.350 4.395 -2.943
C -1.685 4.236 -1.535
O 0.125 2.707 -1.233
B 0.605 1.532 -1.909
C 2.227 1.634 -2.171
C 2.811 1.106 -3.319
C 4.200 1.169 -3.505
C 4.985 1.798 -2.546
C 6.482 1.834 -2.741
F 7.123 2.556 -1.776
F 7.017 0.570 -2.721
F 6.821 2.390 -3.947
C 4.413 2.382 -1.426
C 3.022 2.309 -1.254
C 0.330 0.099 -0.794
C 0.850 -1.095 -1.471
C 2.152 -1.579 -1.216
C 2.651 -2.677 -1.912
C 1.862 -3.339 -2.856
C 0.574 -2.868 -3.121
C 0.071 -1.759 -2.442
O -0.093 1.298 -3.144
H -3.264 2.327 -2.884
H -2.601 0.720 -3.254
H -2.370 1.420 -1.633
H -2.115 3.478 -4.702
H -0.413 3.116 -5.089
H -1.654 1.853 -5.247
H -0.214 5.059 -3.611
H 0.865 5.018 -2.202
H 1.108 3.860 -3.531
H -2.284 4.780 -2.275
H -2.345 3.598 -0.940
H -1.225 4.970 -0.865
H 2.212 0.603 -4.079
H 4.659 0.723 -4.386
H 5.030 2.884 -0.686
H 2.585 2.776 -0.373
H 0.787 0.338 0.167
H -0.756 0.164 -0.729
H 2.787 -1.028 -0.517
H 3.670 -3.011 -1.721
H 2.249 -4.203 -3.390
H -0.044 -3.352 -3.874
H -0.913 -1.352 -2.684
O -2.416 -5.334 2.949
C -2.907 -4.296 3.088
Co -3.570 -2.712 3.315
C -4.406 -2.683 1.767
O -4.940 -2.784 0.747
C -4.780 -3.094 4.532
O -5.567 -3.434 5.309
C -1.779 -1.782 3.806
C -0.994 -2.432 4.858
C -1.596 -2.934 6.034
C -0.857 -3.687 6.941
C 0.506 -3.924 6.722
C 1.139 -3.334 5.620
C 0.405 -2.577 4.708
C -1.349 -1.153 2.617
C -0.607 -1.228 1.503
Co -2.717 -0.330 3.385
C -3.875 -0.280 4.737
O -4.534 -0.087 5.667
C -3.708 0.017 1.940
O -4.358 0.384 1.059
C -2.079 1.327 3.542
O -1.693 2.415 3.570
H -2.657 -2.731 6.216
H -1.353 -4.099 7.822
H 1.068 -4.558 7.406
H 2.209 -3.470 5.461
H 0.902 -2.105 3.857
H -1.151 -1.225 0.553
H 0.479 -1.374 1.537

***

(10)
77
Properties=species:S:1:pos:R:3 method="wB97M-V/def2-TZVPD" energy_ev=-114863.8569 relative_energy_ev=0.000 total_charge=+1
C -1.662 2.828 -4.096
C -1.288 1.496 -3.892
C -0.007 1.102 -4.409
C 1.036 2.110 -4.406
C 0.672 3.470 -4.347
C -0.672 3.816 -4.302
C 2.358 1.659 -4.353
C 2.629 0.297 -4.207
C 1.504 -0.613 -4.270
C 1.649 -1.890 -3.633
C 2.939 -2.418 -3.531
C 4.059 -1.575 -3.639
C 3.906 -0.216 -3.884
H -2.710 3.116 -4.035
H 1.481 4.205 -4.325
H -0.961 4.859 -4.377
H 3.172 2.377 -4.355
H 3.072 -3.476 -3.311
H 5.057 -1.977 -3.481
H 4.728 0.501 -3.825
N 0.308 -0.172 -4.752
Ga 0.071 -0.063 0.261
C -2.127 0.544 -3.049
H -1.917 -0.495 -3.346
H -3.195 0.764 -3.206
C 0.454 -2.562 -2.983
H -0.468 -2.258 -3.502
H 0.567 -3.657 -3.039
P -1.813 0.660 -1.181
P 0.235 -2.117 -1.157
C 1.599 -3.015 -0.339
H 1.528 -2.887 0.751
H 1.538 -4.085 -0.580
H 2.565 -2.623 -0.681
C -1.227 -3.128 -0.704
H -0.934 -4.186 -0.652
H -1.607 -2.813 0.277
H -2.026 -3.012 -1.450
C -2.142 2.411 -0.786
H -3.184 2.660 -1.035
H -1.976 2.585 0.289
H -1.467 3.060 -1.356
C -3.251 -0.193 -0.432
H -3.058 -0.367 0.636
H -4.140 0.445 -0.534
H -3.434 -1.159 -0.921
H 0.969 1.277 0.449
H 1.641 0.742 0.403
C 0.512 2.439 2.816
N -0.494 1.541 3.395
C -1.626 2.216 4.034
P -0.259 -0.083 3.382
O -0.430 -0.694 1.967
N 1.243 -0.477 3.951
C 2.375 -0.657 3.025
C 1.670 -0.032 5.286
N -1.363 -0.823 4.321
C -1.034 -2.148 4.871
C -2.762 -0.806 3.870
H 0.470 3.405 3.332
H 0.327 2.624 1.749
H 1.522 2.031 2.939
H -2.457 2.382 3.333
H -1.987 1.651 4.897
H -1.299 3.198 4.390
H 2.068 -1.209 2.130
H 2.814 0.307 2.733
H 3.145 -1.241 3.540
H 1.845 1.052 5.316
H 0.944 -0.301 6.057
H 2.615 -0.530 5.527
H -1.431 -2.182 5.886
H -1.507 -2.951 4.293
H 0.047 -2.313 4.906
H -3.370 -0.994 4.758
H -3.066 0.160 3.455
H -2.980 -1.595 3.137